Molecular formula: C55H155N13O16
Method: DFT, wB97M-V/def2-TZVPD

Computed properties:
- Frontier orbital gap: 8.290 eV
- E: -111669.3378 eV
- HOMO: -8.09 eV
- Spin multiplicity: 1

Element x y z (Å)
C -4.0130 6.7600 3.9719
C -2.5023 6.6096 3.7713
C -2.1474 6.7964 2.3025
O -2.7516 5.7524 1.5808
C -2.3413 5.6569 0.2435
N -1.8784 7.6745 4.6008
H -4.2891 6.7001 5.0264
H -4.5907 6.0820 3.3439
H -4.3731 7.7566 3.6948
H -2.1570 5.6344 4.1249
H -1.0649 6.8745 2.1345
H -2.4827 7.7959 1.9901
H -1.2526 5.6910 0.1382
H -2.7230 6.5141 -0.3271
H -2.7174 4.7329 -0.1907
H -2.3538 7.6269 5.5012
H -0.9729 7.3019 4.8962
C 5.9296 -5.9041 4.4743
C 5.1707 -4.6208 4.2481
C 3.8088 -4.8632 3.5758
O 3.3488 -3.6829 2.9049
C 2.2754 -3.9570 2.0145
N 4.9960 -3.9134 5.5202
H 6.2256 -6.3835 3.5348
H 5.2985 -6.5864 5.0460
H 6.9065 -5.7691 4.9417
H 5.7230 -4.0012 3.5263
H 3.0829 -5.2929 4.2768
H 3.9492 -5.5874 2.7629
H 2.4921 -4.8767 1.4604
H 2.1305 -3.2591 1.1909
H 1.3565 -4.0746 2.5925
H 4.2828 -3.1917 5.5043
H 5.8885 -3.4707 5.7159
C 7.5223 -0.7367 -3.4944
C 7.7700 0.6925 -3.0006
C 7.0051 0.9913 -1.7208
O 5.6051 0.8352 -1.9994
C 4.8431 1.3785 -0.9168
N 9.1882 0.9608 -2.7304
H 8.0422 -1.0015 -4.4131
H 6.4493 -0.9019 -3.6113
H 7.8013 -1.4643 -2.7246
H 7.3845 1.2818 -3.8428
H 7.1923 2.0462 -1.4955
H 7.2519 0.3442 -0.8792
H 5.1806 0.8613 -0.0135
H 3.7850 1.2094 -1.0999
H 5.0006 2.4526 -0.7812
H 9.7177 0.9908 -3.5936
H 9.2220 1.8977 -2.3384
C -0.1085 -5.8211 -0.8318
C 0.5939 -7.1730 -0.6806
C 0.3673 -7.7859 0.7014
O 0.7876 -6.9468 1.7533
C 0.4773 -7.5239 2.9959
N 0.1610 -8.1300 -1.6896
H 0.2456 -5.0777 -0.1092
H -1.1990 -5.8394 -0.8054
H 0.1356 -5.3409 -1.7865
H 1.6740 -7.0326 -0.7796
H 0.9121 -8.7358 0.7353
H -0.7046 -8.0088 0.8026
H 0.9944 -8.4636 3.2092
H -0.6068 -7.6744 3.0751
H 0.7157 -6.8128 3.7883
H 0.4087 -7.8088 -2.6217
H -0.8568 -8.0617 -1.7416
C -3.9256 -3.1888 -7.9170
C -3.6260 -4.5272 -7.2709
C -3.5575 -4.4068 -5.7501
O -2.6249 -3.4189 -5.3756
C -2.5442 -3.2884 -3.9712
N -4.6076 -5.5401 -7.6832
H -3.7792 -3.2054 -8.9985
H -3.2375 -2.4150 -7.5759
H -4.9557 -2.8785 -7.7253
H -2.6457 -4.8802 -7.6074
H -3.3549 -5.3704 -5.2680
H -4.5648 -4.0696 -5.4515
H -1.8898 -2.4668 -3.6858
H -2.1391 -4.2342 -3.5898
H -3.5081 -3.0987 -3.4854
H -4.3726 -6.4100 -7.2138
H -5.5114 -5.2543 -7.3114
C 1.5085 0.4877 -4.8569
C 2.5644 0.5505 -3.7646
C 3.0881 -0.8742 -3.4626
O 2.0387 -1.7146 -3.0158
C 2.5164 -3.0028 -2.7305
N 3.7110 1.3959 -4.1394
H 0.7397 -0.1768 -4.4633
H 1.8722 0.0794 -5.8005
H 1.0750 1.4722 -5.0275
H 2.1444 0.9356 -2.8318
H 3.9506 -0.8855 -2.7933
H 3.3568 -1.2633 -4.4596
H 2.7809 -3.5613 -3.6327
H 1.7964 -3.5773 -2.1491
H 3.4049 -2.9989 -2.0847
H 4.4151 1.2389 -3.3996
H 4.1659 0.9836 -4.9527
C -3.6045 0.8088 2.0846
C -3.8238 2.3170 2.0766
C -5.1368 2.7586 2.6752
O -6.2704 2.2697 1.9696
C -6.7484 3.1696 1.0063
N -2.6766 2.9674 2.7073
H -3.7026 0.4116 3.0963
H -2.6384 0.5719 1.6459
H -4.4301 0.3645 1.5226
H -3.9092 2.6453 1.0237
H -5.2516 3.8361 2.8311
H -5.2067 2.3509 3.6921
H -7.4166 2.6310 0.3334
H -5.9559 3.6720 0.4444
H -7.3840 3.9637 1.4235
H -1.8171 2.7021 2.2163
H -2.7847 3.9790 2.6553
C -5.3417 -2.1171 -4.0866
C -4.7741 -0.7035 -3.9509
C -3.2851 -0.4770 -4.2617
O -3.0094 0.8785 -3.9835
C -1.6684 1.2046 -3.7626
N -5.5677 0.2353 -4.7789
H -4.7209 -2.7549 -3.4473
H -5.0747 -2.4860 -5.0810
H -6.3930 -2.1731 -3.8363
H -4.9832 -0.3661 -2.9312
H -3.0555 -0.7003 -5.3100
H -2.6047 -1.0866 -3.6547
H -1.6353 2.2926 -3.6854
H -1.0473 0.9816 -4.6331
H -1.2474 0.7214 -2.8732
H -5.5555 -0.0996 -5.7431
H -5.0110 1.0868 -4.8442
C 1.4969 -0.4530 3.6160
C 2.3983 -0.8341 4.7776
C 2.2463 0.0463 6.0096
O 2.3616 1.3818 5.5257
C 2.3432 2.3058 6.6030
N 2.3206 -2.2387 5.1400
H 1.5478 -1.2934 2.9236
H 1.8304 0.4546 3.1171
H 0.5025 -0.3447 4.0544
H 3.4339 -0.6270 4.4764
H 3.0035 -0.1728 6.7672
H 1.2542 -0.0751 6.4667
H 2.1734 3.2983 6.1953
H 3.2906 2.2348 7.1476
H 1.5588 2.0659 7.3282
H 1.3838 -2.4812 5.4568
H 2.5154 -2.9353 4.4102
C 1.6456 6.3844 -0.0702
C 3.1430 6.3254 -0.3285
C 3.9987 7.0336 0.6968
O 3.7310 8.4050 0.6955
C 4.4968 9.1447 1.6008
N 3.5450 4.9084 -0.4775
H 1.0800 5.7942 -0.7933
H 1.2318 7.3918 -0.0463
H 1.4315 5.9347 0.9051
H 3.3684 6.8187 -1.2835
H 5.0626 6.8368 0.4894
H 3.8754 6.5856 1.6959
H 5.5737 8.9262 1.5520
H 4.3015 8.8437 2.6415
H 4.2969 10.2006 1.4608
H 4.5146 4.8719 -0.8020
H 3.1150 4.6397 -1.3674
C -3.4866 -5.2277 1.1187
C -4.3120 -4.3967 0.1499
C -3.6457 -3.0492 -0.1557
O -4.4393 -2.4026 -1.1245
C -4.0028 -1.0807 -1.3637
N -4.4968 -5.1673 -1.1083
H -3.3413 -4.7187 2.0792
H -2.4814 -5.4682 0.7701
H -3.9439 -6.1827 1.3885
H -5.2910 -4.2328 0.6166
H -2.6685 -3.2513 -0.6131
H -3.5116 -2.5386 0.8024
H -4.1711 -0.4141 -0.5172
H -4.5046 -0.6704 -2.2401
H -2.9308 -1.1117 -1.5998
H -5.2844 -5.7664 -0.8734
H -4.8478 -4.4796 -1.7752
C -5.1712 -1.6166 4.4774
C -4.0503 -1.6485 5.5248
C -2.6798 -1.5275 4.8524
O -2.5222 -2.5293 3.8690
C -1.2459 -2.3664 3.2618
N -4.2237 -0.6498 6.5704
H -6.1130 -1.9077 4.9473
H -5.0437 -2.4716 3.7988
H -5.1561 -0.7503 3.8188
H -4.0675 -2.6398 5.9910
H -1.9086 -1.6299 5.6242
H -2.6466 -0.5153 4.4260
H -1.1229 -1.4111 2.7444
H -1.1444 -3.1289 2.4856
H -0.5128 -2.5333 4.0545
H -5.1139 -0.8267 7.0174
H -4.2602 0.2570 6.1118
C 0.2545 2.8908 -1.1221
C -0.3391 1.7031 -0.3766
C 0.3137 0.3668 -0.7305
O -0.3711 -0.6332 0.0124
C 0.0383 -1.9134 -0.3913
N -0.2614 1.9181 1.0849
H 1.2624 3.1854 -0.8474
H -0.4442 3.7222 -1.0555
H 0.2262 2.5956 -2.1780
H -1.3982 1.5961 -0.6344
H 1.3887 0.3499 -0.5006
H 0.2812 0.1466 -1.8062
H 1.1034 -2.0848 -0.5690
H -0.4741 -2.2371 -1.3105
H -0.3421 -2.6756 0.2951
H 0.6447 2.3169 1.3474
H -0.2442 0.9960 1.5183
C 3.6264 3.0038 2.4266
O 2.5806 3.2395 1.4941
H 3.9451 4.0009 2.7671
H 3.2113 2.4938 3.2952
H 4.4849 2.4847 1.9887
H 2.9272 3.8096 0.7539
C -0.2027 5.0798 -4.0422
O -1.5711 5.1523 -4.4229
H -0.1069 5.6352 -3.1016
H 0.1368 4.0722 -3.8220
H 0.4080 5.6055 -4.7773
H -1.9921 5.9556 -4.1182
C 3.2305 4.9600 -4.0453
O 2.7382 3.8948 -3.1919
H 4.2722 5.0094 -3.6951
H 3.3269 4.6410 -5.0842
H 2.6898 5.8794 -3.8519
H 3.1605 3.0977 -3.5721

Cartesian forces (eV/Å) of the 2 atoms listed first:
C -0.3 0.2 -0.3
C -0.6 0.7 0.4

Results of the Mulliken charge analysis, in e, for atoms 1 through 99: -1.362 0.571 -0.606 -0.122 -0.219 -0.781 0.391 0.146 0.378 0.342 0.143 0.314 -0.214 0.382 0.211 0.279 0.294 -1.474 0.707 -0.810 -0.415 -0.262 -0.733 0.367 0.307 0.403 0.164 0.340 0.401 0.518 -0.085 0.022 0.313 0.279 -1.251 0.683 -0.924 -0.159 -0.549 -0.707 0.379 0.112 0.349 0.185 0.378 0.338 0.564 -0.294 0.162 0.286 0.243 -0.618 0.131 -1.140 0.054 -0.901 -0.793 -0.120 0.293 0.420 0.289 0.383 0.413 0.323 0.345 0.215 0.327 0.318 -1.327 0.294 -0.398 -0.206 -0.531 -0.728 0.423 0.256 0.234 0.347 0.305 0.187 -0.200 0.527 0.593 0.309 0.297 -1.319 2.720 -0.972 0.117 -0.449 -0.613 0.024 0.384 0.318 -1.642 0.291 0.354 0.372 -0.318